Below is C19H25N2O5Tl as an isolated structure, with properties calculated with ωB97M-V/def2-TZVPD.

* net charge: 0
* relative energy (zero: lowest compared OMol25 entry of this formula, charge and spin): 18.1 kcal/mol
* LUMO level: -0.0507 hartree
* gap between HOMO and LUMO: 3.45 eV

Cartesian coordinates (Å):
1 Tl 0.633 0.298 -0.384
2 C 1.355 -2.476 1.173
3 C -0.020 -2.550 1.009
4 C -0.297 -2.750 -0.398
5 C 0.913 -2.786 -1.069
6 C 1.948 -2.595 -0.106
7 C 3.411 -2.578 -0.388
8 C 1.152 -3.014 -2.529
9 C -1.666 -3.029 -0.921
10 C -1.083 -2.531 2.050
11 C 2.124 -2.384 2.453
12 H 3.924 -1.906 0.298
13 H 3.601 -2.251 -1.408
14 H 3.845 -3.574 -0.262
15 H 1.360 -2.079 -3.052
16 H 0.290 -3.477 -3.001
17 H 2.003 -3.675 -2.674
18 H -2.354 -2.226 -0.659
19 H -2.054 -3.948 -0.474
20 H -1.671 -3.154 -2.001
21 H -1.767 -1.700 1.878
22 H -0.665 -2.425 3.047
23 H -1.662 -3.456 2.014
24 H 2.824 -3.219 2.532
25 H 1.451 -2.421 3.306
26 H 2.694 -1.456 2.504
27 O 0.638 2.029 4.043
28 C 0.558 1.828 2.711
29 O 0.600 0.696 2.257
30 C 0.420 3.043 1.912
31 C 0.416 4.328 2.487
32 C 0.282 5.421 1.654
33 C 0.111 5.219 0.289
34 C 0.095 3.902 -0.202
35 N 0.286 2.850 0.595
36 C -0.165 3.575 -1.614
37 O -0.691 4.552 -2.388
38 O 0.027 2.480 -2.108
39 H 0.707 1.162 4.475
40 H 0.526 4.432 3.553
41 H 0.298 6.423 2.056
42 H 0.025 6.075 -0.366
43 H -0.849 5.365 -1.893
44 C -1.820 0.049 -2.918
45 C -2.525 0.476 -1.663
46 N -3.795 0.897 -1.835
47 O -2.026 0.455 -0.549
48 H -2.528 -0.297 -3.664
49 H -1.105 -0.737 -2.689
50 H -1.269 0.910 -3.298
51 H -4.204 0.995 -2.746
52 H -4.304 1.237 -1.035

***

Below is a 2-piece molecular cluster, C3H7NO2S2 overall, with properties calculated with ωB97M-V/def2-TZVPD.

* net charge: 0
* relative energy (zero: lowest compared OMol25 entry of this formula, charge and spin): 86.5 kcal/mol
* LUMO level: -0.0390 hartree
* gap between HOMO and LUMO: 7.74 eV

Cartesian coordinates (Å):
1 C -2.010 -1.127 -0.461
2 C -1.854 0.016 0.259
3 C 1.743 -0.472 0.343
4 N -0.872 0.367 1.162
5 O 1.634 1.998 0.109
6 O 1.899 0.974 -2.099
7 S 1.857 -2.021 -0.028
8 S 1.023 0.935 -0.660
9 H -1.447 -2.089 -0.395
10 H -2.841 -1.292 -1.047
11 H -2.473 0.922 -0.050
12 H 2.272 -0.169 1.208
13 H -1.340 0.910 1.903
14 H -0.355 -0.374 1.642
15 H 2.767 1.419 -1.888

***

Below is a 2-piece molecular cluster, C5H13NO overall, with properties calculated with ωB97M-V/def2-TZVPD.

* net charge: +1
* 2S+1: 2
* relative energy (zero: lowest compared OMol25 entry of this formula, charge and spin): 41.4 kcal/mol
* LUMO level (spin up / spin down): -0.1374 / -0.2549 hartree
* gap between HOMO and LUMO (spin up / spin down): 10.60 / 8.00 eV

Cartesian coordinates (Å):
1 C 1.176 2.518 -1.144
2 C 0.515 1.182 -0.935
3 C 0.764 0.317 0.108
4 N -0.135 -0.738 0.319
5 C -0.877 -1.537 -0.664
6 C -0.268 -2.932 -0.975
7 H 1.701 2.827 -0.221
8 H 1.907 2.541 -1.940
9 H 0.530 3.441 -1.325
10 H -0.421 1.046 -1.538
11 H 1.389 0.773 0.976
12 H -0.340 -1.034 1.309
13 H -0.866 -0.785 -1.497
14 H -1.967 -1.669 -0.398
15 H -0.209 -3.448 0.086
16 H 0.792 -2.798 -1.354
17 H -1.013 -3.366 -1.768
18 H -1.229 1.572 4.230
19 H -0.898 0.991 2.950
20 O -0.552 1.099 3.779